# 1
This record from the OMol25 dataset describes 2 unconnected molecules or ions with the total composition C3H7N4. The level of theory is ωB97M-V/def2-TZVPD.

```
14
Properties=species:S:1:pos:R:3:nbo_charge:R:1
C 3.356 -0.595 0.382 -0.06
C 2.031 -1.021 0.358 0.01
C -0.099 0.515 -0.212 0.27
N 3.411 0.709 0.072 -0.07
N 2.194 1.034 -0.123 -0.05
N 1.277 0.086 0.073 -0.20
N -0.966 -0.405 -0.004 -0.70
H 4.124 -1.079 0.807 0.25
H 1.512 -2.035 0.565 0.27
H 1.633 2.027 2.680 0.04
H 1.065 1.949 2.186 -0.04
H 1.988 1.989 -0.167 0.45
H -0.702 -1.435 0.310 0.40
H -1.929 -0.234 -0.128 0.44
```

Summary:
ΔE to the lowest compared entry with this formula, charge and spin	109.8	kcal per mole
total energy	-337.1292	Ha
total charge	+1
2S+1	1

# 2
This record from the OMol25 dataset describes a gas-phase ion, C3H7N4S (charge +1). The level of theory is ωB97M-V/def2-TZVPD.

```
15
Properties=species:S:1:pos:R:3:nbo_charge:R:1
C 0.714 -0.723 -0.946 -0.06
N 0.514 0.685 -1.146 -0.62
C -0.347 1.161 -0.154 -0.14
S -2.360 0.759 -0.441 0.43
N -2.321 -0.300 0.763 -0.24
N -1.309 -0.508 1.419 -0.20
C -0.114 0.251 1.048 0.00
N 0.883 -0.760 0.539 -0.50
H -0.149 -1.351 -1.214 0.21
H 1.609 -1.075 -1.462 0.25
H 0.423 1.038 -2.086 0.43
H -0.316 2.232 -0.008 0.26
H 0.265 0.745 1.944 0.26
H 0.671 -1.672 0.963 0.47
H 1.838 -0.480 0.782 0.45
```

Summary:
ΔE to the lowest compared entry with this formula, charge and spin	28.5	kcal per mole
total energy	-735.4063	Ha
total charge	+1
2S+1	1
structure (SMILES)	C1N[C@H]2SN=N[C@H]2[NH2+]1

# 3
This record from the OMol25 dataset describes a molecular structure, C3H7NNaO. The level of theory is ωB97M-V/def2-TZVPD.

```
13
Properties=species:S:1:pos:R:3:nbo_charge:R:1
O 1.761 -0.990 0.206 -0.73
C 0.636 -0.959 -0.273 0.55
N -0.274 0.036 -0.099 -0.41
C -1.583 -0.014 -0.709 -0.41
C 0.046 1.191 0.710 -0.43
H 0.237 -1.776 -0.922 0.13
H -2.373 0.008 0.061 0.21
H -1.731 0.842 -1.389 0.21
H -1.683 -0.946 -1.289 0.22
H 1.071 1.081 1.101 0.23
H -0.006 2.118 0.115 0.21
H -0.648 1.281 1.563 0.21
Na 4.550 -1.874 0.927 1.00
```

Summary:
ΔE to the lowest compared entry with this formula, charge and spin	0.0	kcal per mole
total energy	-410.6098	Ha
total charge	+1
2S+1	1

# 4
This record from the OMol25 dataset describes 2 unconnected molecules or ions with the total composition C3H7NO. The level of theory is ωB97M-V/def2-TZVPD.

```
12
Properties=species:S:1:pos:R:3:nbo_charge:R:1
C 0.020 3.103 -1.216 -0.74
C 0.696 2.144 -0.308 0.43
O 1.032 2.345 0.867 -0.53
H 0.606 3.995 -1.251 0.25
H -0.452 2.684 -2.149 0.23
H -0.873 3.349 -0.624 0.25
H 0.586 1.144 -0.620 0.10
C -0.302 -3.647 0.741 -0.01
N -1.286 -3.963 -0.037 -0.63
H 0.692 -3.728 0.444 0.16
H -0.345 -3.525 1.809 0.13
H -1.957 -4.537 0.407 0.35
```

Summary:
ΔE to the lowest compared entry with this formula, charge and spin	78.1	kcal per mole
total energy	-248.4020	Ha
2S+1	1
structure (SMILES)	CC=O.C=N

# 5
This record from the OMol25 dataset describes a single C3H7NO molecule. The level of theory is ωB97M-V/def2-TZVPD.

```
12
Properties=species:S:1:pos:R:3:nbo_charge:R:1
C 1.734 -0.529 -0.334 -0.64
C 0.950 0.467 0.516 -0.19
N -0.280 0.946 -0.151 -0.62
C -1.428 0.128 -0.196 0.53
O -1.368 -1.001 0.192 -0.60
H 1.094 -1.583 -0.430 0.24
H 2.277 -0.215 -1.102 0.21
H 2.753 -0.915 0.133 0.21
H 1.273 1.307 0.629 0.17
H 0.558 -0.060 1.522 0.20
H -0.291 1.790 -0.513 0.37
H -2.296 0.669 -0.644 0.11
```

Summary:
ΔE to the lowest compared entry with this formula, charge and spin	69.1	kcal per mole
total energy	-248.4164	Ha
2S+1	1
structure (SMILES)	CCNC=O

# 6
This record from the OMol25 dataset describes a single C3H7NO molecule. The level of theory is ωB97M-V/def2-TZVPD.

```
12
Properties=species:S:1:pos:R:3:nbo_charge:R:1
C 0.413 -1.729 -0.468 -0.20
N -0.180 -1.201 -1.473 -0.07
O -0.499 0.153 -1.360 -0.38
C 0.123 0.934 -0.354 -0.13
C -0.621 0.798 0.937 -0.67
H 0.742 -2.763 -0.504 0.20
H 0.755 -1.142 0.372 0.17
H 1.163 0.531 -0.281 0.17
H 0.304 1.972 -0.785 0.21
H -1.442 1.743 1.003 0.24
H -1.010 -0.310 1.114 0.24
H 0.252 1.015 1.798 0.21
```

Summary:
ΔE to the lowest compared entry with this formula, charge and spin	98.7	kcal per mole
total energy	-248.3692	Ha
2S+1	1
structure (SMILES)	C=NOCC

# 7
This record from the OMol25 dataset describes 2 unconnected molecules or ions with the total composition C3H7NO. The level of theory is ωB97M-V/def2-TZVPD.

```
12
Properties=species:S:1:pos:R:3:nbo_charge:R:1
C 0.288 0.438 0.617 0.22
C 1.696 1.003 0.302 -0.68
C -1.933 -0.339 0.327 -0.44
N -0.777 0.490 -0.070 0.00
O -0.748 1.230 -1.107 -0.58
H 0.311 -0.233 2.183 0.09
H 2.503 0.383 0.828 0.23
H 1.567 1.929 0.775 0.23
H 1.764 1.145 -0.698 0.24
H -2.110 -1.093 -0.426 0.22
H -1.794 -0.773 1.272 0.23
H -2.774 0.351 0.106 0.23
```

Summary:
ΔE to the lowest compared entry with this formula, charge and spin	142.7	kcal per mole
total energy	-248.2991	Ha
2S+1	1

# 8
This record from the OMol25 dataset describes 2 unconnected molecules or ions with the total composition C3H7NO. The level of theory is ωB97M-V/def2-TZVPD.

```
12
Properties=species:S:1:pos:R:3:nbo_charge:R:1
N -0.768 -2.017 -0.582 -0.83
C -0.747 -3.243 0.036 0.53
O 0.258 -3.788 0.417 -0.59
H 0.153 -1.870 -0.976 0.40
H -1.573 -1.742 -1.120 0.39
H -1.745 -3.706 0.140 0.10
C 0.880 2.573 0.986 -0.38
C 0.614 2.945 -0.264 -0.39
H 1.706 2.962 1.567 0.20
H 0.268 1.779 1.396 0.20
H 1.299 3.458 -0.926 0.20
H -0.346 2.649 -0.674 0.19
```

Summary:
ΔE to the lowest compared entry with this formula, charge and spin	38.7	kcal per mole
total energy	-248.4648	Ha
2S+1	1
structure (SMILES)	NC=O.C=C

# 9
This record from the OMol25 dataset describes a single C3H7NO molecule. The level of theory is ωB97M-V/def2-TZVPD.

```
12
Properties=species:S:1:pos:R:3:nbo_charge:R:1
N -1.260 1.135 0.122 -0.84
C -0.293 0.087 0.278 0.38
O -0.261 -0.464 1.569 -0.71
C 0.032 -0.861 -0.855 -0.46
C 0.991 0.243 -0.457 -0.45
H -0.824 2.051 0.109 0.37
H -1.929 1.115 0.885 0.38
H -0.386 -1.413 1.449 0.47
H 0.369 -1.877 -0.644 0.21
H -0.518 -0.756 -1.783 0.23
H 1.098 1.078 -1.142 0.21
H 1.888 -0.037 0.084 0.22
```

Summary:
ΔE to the lowest compared entry with this formula, charge and spin	40.4	kcal per mole
total energy	-248.4622	Ha
2S+1	1
structure (SMILES)	NC1(O)CC1

# 10
This record from the OMol25 dataset describes a single C3H7NO molecule. The level of theory is ωB97M-V/def2-TZVPD.

```
12
Properties=species:S:1:pos:R:3:nbo_charge:R:1
C -1.893 -0.130 -0.225 -0.68
C -0.549 -0.075 0.401 0.02
N 0.526 -0.107 -0.315 0.11
C 1.879 0.158 0.255 -0.42
O 0.568 0.004 -1.578 -0.57
H -2.498 0.723 0.101 0.23
H -1.789 -0.103 -1.316 0.26
H -2.419 -1.048 0.060 0.23
H -0.445 -0.068 1.475 0.19
H 2.537 -0.645 -0.080 0.22
H 2.266 1.105 -0.124 0.23
H 1.817 0.187 1.346 0.19
```

Summary:
ΔE to the lowest compared entry with this formula, charge and spin	68.4	kcal per mole
total energy	-248.4175	Ha
2S+1	1
structure (SMILES)	C/C=[N+](/C)[O-]

# 11
This record from the OMol25 dataset describes a single C3H7NO molecule. The level of theory is ωB97M-V/def2-TZVPD.

```
12
Properties=species:S:1:pos:R:3:nbo_charge:R:1
O -1.085 -0.440 1.417 -0.72
C -0.059 0.496 1.230 -0.06
C 0.360 0.572 -0.247 -0.09
C 0.564 -0.729 -0.842 -0.27
N -0.721 0.109 -1.096 -0.70
H -1.631 -0.353 0.613 0.49
H 0.815 0.154 1.801 0.18
H -0.342 1.486 1.614 0.16
H 1.036 1.386 -0.502 0.20
H 0.379 -1.638 -0.299 0.22
H 1.276 -0.747 -1.676 0.19
H -0.593 -0.296 -2.012 0.41
```

Summary:
ΔE to the lowest compared entry with this formula, charge and spin	77.4	kcal per mole
total energy	-248.4032	Ha
2S+1	1
structure (SMILES)	OC[C@H]1CN1

# 12
This record from the OMol25 dataset describes 2 unconnected molecules or ions with the total composition C3H7NO. The level of theory is ωB97M-V/def2-TZVPD.

```
12
Properties=species:S:1:pos:R:3:nbo_charge:R:1
N -1.446 0.171 -0.393 -0.82
C -2.579 -0.058 -1.129 0.53
O -2.708 0.157 -2.304 -0.58
H -0.745 0.866 -0.589 0.40
H -1.678 0.124 0.592 0.38
H -3.368 -0.515 -0.504 0.10
C 3.080 -0.607 1.384 -0.39
C 3.624 0.268 2.223 -0.39
H 3.148 -1.658 1.616 0.20
H 2.532 -0.266 0.512 0.19
H 4.002 -0.061 3.185 0.19
H 3.974 1.254 1.941 0.20
```

Summary:
ΔE to the lowest compared entry with this formula, charge and spin	40.9	kcal per mole
total energy	-248.4613	Ha
2S+1	1
structure (SMILES)	NC=O.C=C

# 13
This record from the OMol25 dataset describes a molecular structure, C3H7NO. The level of theory is ωB97M-V/def2-TZVPD.

```
12
Properties=species:S:1:pos:R:3:nbo_charge:R:1
C -0.289 -0.035 0.374 -0.12
C 0.661 1.055 -0.083 -0.07
C 0.785 -0.981 -0.126 -0.07
H -2.027 -0.850 -0.009 0.36
H -2.189 0.846 -0.142 0.38
H -0.212 -0.132 1.463 0.17
H 0.995 1.947 0.646 0.19
H 0.456 1.320 -1.208 0.19
H 1.121 -1.765 0.571 0.17
H 0.522 -1.483 -1.066 0.17
N -1.604 0.010 -0.273 -0.85
O 1.782 0.067 -0.147 -0.54
```

Summary:
ΔE to the lowest compared entry with this formula, charge and spin	62.7	kcal per mole
total energy	-248.4266	Ha
2S+1	1

# 14
This record from the OMol25 dataset describes a single C3H7NO molecule. The level of theory is ωB97M-V/def2-TZVPD.

```
12
Properties=species:S:1:pos:R:3:nbo_charge:R:1
C 1.957 0.435 -0.114 -0.64
C 0.674 1.169 0.263 -0.23
N -0.597 0.485 -0.031 -0.62
C -0.795 -0.843 0.219 0.52
O -1.711 -1.467 -0.283 -0.60
H 2.744 0.550 0.624 0.22
H 1.835 -0.647 -0.156 0.21
H 2.331 0.850 -1.048 0.22
H 0.582 2.086 -0.321 0.21
H 0.665 1.490 1.306 0.20
H -1.000 0.680 -0.942 0.40
H -0.062 -1.427 0.799 0.12
```

Summary:
ΔE to the lowest compared entry with this formula, charge and spin	20.7	kcal per mole
total energy	-248.4934	Ha
2S+1	1
structure (SMILES)	CCNC=O

# 15
This record from the OMol25 dataset describes a single C3H7NO molecule. The level of theory is ωB97M-V/def2-TZVPD.

```
12
Properties=species:S:1:pos:R:3:nbo_charge:R:1
O 1.738 0.218 0.800 -0.69
C 0.438 -0.242 0.699 0.07
C 0.056 -0.905 -0.602 -0.25
N -0.604 0.394 -1.050 -0.63
C -0.623 0.813 0.368 -0.26
H 1.827 0.866 0.054 0.46
H 0.334 -0.941 1.552 0.18
H 0.855 -1.261 -1.273 0.20
H -0.653 -1.800 -0.445 0.18
H -1.500 0.295 -1.494 0.36
H -0.297 1.857 0.492 0.19
H -1.572 0.705 0.899 0.19
```

Summary:
ΔE to the lowest compared entry with this formula, charge and spin	50.2	kcal per mole
total energy	-248.4465	Ha
2S+1	1
structure (SMILES)	OC1CNC1

# 16
This record from the OMol25 dataset describes a single C3H7NO molecule. The level of theory is ωB97M-V/def2-TZVPD.

```
12
Properties=species:S:1:pos:R:3:nbo_charge:R:1
C 1.306 0.385 -1.392 -0.40
C 1.184 -0.584 -0.473 -0.22
C 0.341 -0.480 0.753 -0.12
O -0.641 0.561 0.841 -0.41
N -1.792 0.059 0.194 -0.52
H 2.057 0.218 -2.228 0.20
H 0.666 1.270 -1.529 0.20
H 1.867 -1.394 -0.532 0.21
H 0.940 -0.453 1.725 0.20
H -0.180 -1.513 0.807 0.19
H -2.114 0.758 -0.551 0.33
H -2.550 0.282 0.900 0.34
```

Summary:
ΔE to the lowest compared entry with this formula, charge and spin	87.2	kcal per mole
total energy	-248.3875	Ha
2S+1	1
structure (SMILES)	C=CCON

# 17
This record from the OMol25 dataset describes a single C3H7NO molecule. The level of theory is ωB97M-V/def2-TZVPD.

```
12
Properties=species:S:1:pos:R:3:nbo_charge:R:1
C 1.162 0.680 -1.658 -0.66
C -0.113 0.451 -0.932 -0.26
C -0.098 -0.172 0.253 0.10
O -1.310 -0.414 0.931 -0.40
N -1.026 -0.667 2.260 -0.55
H 1.328 -0.376 -2.084 0.22
H 1.065 1.375 -2.567 0.23
H 1.941 0.776 -0.830 0.23
H -0.975 0.986 -1.278 0.21
H 0.692 -0.820 0.617 0.18
H -1.510 -0.088 2.879 0.35
H -1.155 -1.728 2.409 0.34
```

Summary:
ΔE to the lowest compared entry with this formula, charge and spin	93.6	kcal per mole
total energy	-248.3774	Ha
2S+1	1
structure (SMILES)	C/C=C/ON

# 18
This record from the OMol25 dataset describes a single C3H7NO molecule. The level of theory is ωB97M-V/def2-TZVPD.

```
12
Properties=species:S:1:pos:R:3:nbo_charge:R:1
O 1.538 0.478 0.857 -0.72
C 1.178 -0.593 0.026 -0.06
C -0.211 -0.371 -0.594 -0.10
C -1.174 0.056 0.392 -0.27
N -0.518 1.048 -0.611 -0.70
H 1.201 1.267 0.392 0.49
H 1.107 -1.487 0.659 0.18
H 1.933 -0.779 -0.749 0.16
H -0.502 -1.071 -1.378 0.20
H -0.883 0.243 1.410 0.22
H -2.216 -0.207 0.172 0.19
H -1.453 1.416 -0.575 0.41
```

Summary:
ΔE to the lowest compared entry with this formula, charge and spin	78.1	kcal per mole
total energy	-248.4020	Ha
2S+1	1
structure (SMILES)	OC[C@H]1CN1

# 19
This record from the OMol25 dataset describes 2 unconnected molecules or ions with the total composition C3H7NO. The level of theory is ωB97M-V/def2-TZVPD.

```
12
Properties=species:S:1:pos:R:3:nbo_charge:R:1
C 0.519 -1.108 0.584 -0.74
C -0.981 -0.568 0.177 0.44
O -1.808 -0.225 0.989 -0.59
H 1.139 -0.673 1.394 0.22
H 1.208 -1.303 -0.262 0.21
H 0.168 -2.073 0.951 0.23
H -1.181 -1.023 -0.809 0.12
C 0.340 1.481 -0.230 0.00
N -0.571 1.079 -1.010 -0.58
H 1.279 1.809 -0.650 0.16
H 0.121 1.632 0.830 0.19
H -0.233 0.971 -1.964 0.35
```

Summary:
ΔE to the lowest compared entry with this formula, charge and spin	76.2	kcal per mole
total energy	-248.4051	Ha
2S+1	1
structure (SMILES)	CC=O.C=N

Strongest force on any atom? In order: 4.58, 2.39, 1.49, 3.62, 11.46, 3.71, 6.10, 0.99, 0.43, 2.46, 2.44, 1.54, 2.85, 1.26, 2.20, 3.41, 4.38, 2.51, 2.72 eV/A.